(1)
A molecular structure, C6H5B2F9O12PS. Source: the OMol25 dataset; level of theory: ωB97M-V/def2-TZVPD.

Geometry as ORCA input:
```
! wB97M-V def2-TZVPD RIJCOSX def2/J DEFGRID3
* xyz -1 1
O 0.720 -0.022 0.904
P 1.229 0.502 -0.441
O 2.071 1.955 -0.053
O 2.355 -0.459 -1.220
C 3.069 -1.379 -0.366
B 3.292 -2.747 -1.262
O 2.161 -3.110 -2.114
O 4.480 -3.543 -1.220
O -0.120 0.996 -1.353
S -0.799 -0.137 -2.342
O 0.162 -1.042 -3.073
O -1.488 0.648 -3.442
C -2.113 -1.238 -1.615
F -1.901 -2.548 -2.133
F -3.365 -0.845 -2.175
C -2.319 -1.214 -0.034
F -2.217 0.072 0.535
F -3.695 -1.567 0.174
C -1.493 -2.329 0.780
F -0.284 -2.704 0.187
F -1.251 -1.916 2.112
F -2.281 -3.499 0.894
H 2.046 2.470 -0.897
H 2.533 -1.725 0.574
H 4.112 -0.975 -0.088
H 2.273 -2.567 -2.932
H 4.440 -4.078 -2.051
B -1.362 2.952 1.577
O -1.146 4.410 1.567
C -1.132 4.820 2.833
O -0.975 5.968 3.176
C -1.335 3.669 3.723
O -1.375 3.700 4.930
O -1.472 2.564 2.994
F -0.247 2.286 0.967
F -2.571 2.630 0.882
*
```

The highest occupied orbital energy comes out at -6.75 eV. For the LUMO energy, the calculation gives 1.369 eV. As for the HOMO-LUMO gap: 8.121 eV.

---

(2)
A molecular structure, C3H9NO3. Source: the OMol25 dataset; level of theory: ωB97M-V/def2-TZVPD.

Geometry as ORCA input:
```
! wB97M-V def2-TZVPD RIJCOSX def2/J DEFGRID3
* xyz -1 2
C -0.347 -0.106 -0.056
C 0.433 1.077 -0.544
O 1.851 0.707 -0.659
C -1.837 0.257 0.201
N -2.669 -1.011 -0.063
O -2.134 1.500 0.217
H -0.383 -0.905 -0.801
H 0.103 -0.481 0.846
H 0.323 1.846 0.221
H 0.194 1.496 -1.489
H 2.264 1.346 -1.248
H -2.295 -0.487 1.058
H -3.616 -0.675 -0.275
H 3.118 -2.177 1.030
H 2.630 -0.800 0.525
O 2.365 -1.586 1.038
*
```

The highest occupied orbital energy (spin up / spin down) comes out at -0.51 / -3.54 eV. For the LUMO energy (spin up / spin down), the calculation gives 3.267 / 3.251 eV. The expectation value of S² is 0.7552. As for the HOMO-LUMO gap (spin up / spin down): 3.780 / 6.787 eV.

---

(3)
2 unconnected molecules or ions with the total composition C4H7N4. Source: the OMol25 dataset; level of theory: ωB97M-V/def2-TZVPD.

Geometry as ORCA input:
```
! wB97M-V def2-TZVPD RIJCOSX def2/J DEFGRID3
* xyz 1 1
C -1.175 1.675 -1.308
C 0.872 0.767 -1.646
C -0.238 0.731 -0.819
C 0.425 -0.446 1.223
N -0.718 2.220 -2.374
N 0.510 1.663 -2.591
N 0.187 -1.438 2.098
N -0.372 -0.039 0.270
H -2.185 1.853 -0.758
H 1.733 0.145 -1.618
H 1.106 0.376 1.375
H 1.199 1.986 -3.250
H 0.561 -1.311 3.137
H -0.600 -2.014 1.967
H -1.663 -1.197 0.089
*
```

The highest occupied orbital energy (spin up / spin down) comes out at -13.32 / -13.32 eV. For the LUMO energy (spin up / spin down), the calculation gives -5.790 / -5.793 eV. As for the HOMO-LUMO gap (spin up / spin down): 7.528 / 7.526 eV.

---

(4)
A single C5H11NO molecule. Source: the OMol25 dataset; level of theory: ωB97M-V/def2-TZVPD.

Geometry as ORCA input:
```
! wB97M-V def2-TZVPD RIJCOSX def2/J DEFGRID3
* xyz 0 1
C 1.281 1.538 -0.956
C 0.727 0.174 -0.679
C 0.602 -1.750 1.734
N -0.563 -0.059 -0.403
C -1.543 0.985 -0.711
C -1.055 -1.142 0.220
O -0.193 -2.125 0.608
H 0.975 2.295 -0.217
H 2.373 1.484 -0.901
H 1.042 1.951 -1.948
H 1.385 -0.674 -0.564
H 0.817 -2.652 2.311
H 1.548 -1.285 1.432
H 0.052 -1.041 2.363
H -1.445 1.814 -0.005
H -1.367 1.349 -1.724
H -2.548 0.568 -0.635
H -2.089 -1.429 0.076
*
```

The highest occupied orbital energy comes out at -6.17 eV. For the LUMO energy, the calculation gives 0.975 eV. As for the HOMO-LUMO gap: 7.141 eV.

---

(5)
A molecular structure, C46H39FFeI2N6O9PS. Source: the OMol25 dataset; level of theory: ωB97M-V/def2-TZVPD.

Geometry as ORCA input:
```
! wB97M-V def2-TZVPD RIJCOSX def2/J DEFGRID3
* xyz 0 6
Fe 0.593 -0.246 0.609
I 1.471 -1.849 -3.565
C -0.550 -1.741 -3.096
C -1.515 -2.226 -3.999
C -2.843 -2.139 -3.710
I -4.212 -2.831 -5.131
C -3.279 -1.595 -2.478
C -4.631 -1.442 -2.093
C -4.937 -0.933 -0.867
C -3.886 -0.621 0.016
N -2.624 -0.736 -0.304
C -2.299 -1.160 -1.548
C -0.896 -1.170 -1.886
O 0.030 -0.654 -1.097
H -1.189 -2.654 -4.937
H -5.416 -1.726 -2.781
H -5.965 -0.788 -0.560
H -4.097 -0.264 1.022
F 7.196 -2.829 -2.622
C 7.002 -2.004 -1.587
C 5.897 -2.079 -0.848
N 5.679 -1.266 0.247
C 4.413 -1.349 0.954
C 3.224 -1.127 0.030
O 3.380 -0.673 -1.081
O 2.092 -1.495 0.580
C 6.587 -0.296 0.605
O 6.440 0.447 1.558
N 7.711 -0.243 -0.193
C 8.038 -1.025 -1.303
O 9.071 -0.863 -1.909
H 5.120 -2.792 -1.083
H 4.396 -0.560 1.702
H 4.312 -2.311 1.459
H 8.380 0.471 0.057
C -0.608 -3.005 0.974
C -1.223 -4.191 1.771
N -1.196 -3.900 3.201
C 0.181 -3.657 3.618
C 0.734 -2.387 2.915
N -0.273 -1.914 1.923
C -1.498 -1.507 2.649
C -2.002 -2.718 3.487
H -1.317 -2.618 0.250
H 0.304 -3.288 0.449
H -0.662 -5.108 1.595
H -2.259 -4.360 1.475
H 0.773 -4.537 3.361
H 0.202 -3.533 4.701
H 1.661 -2.583 2.393
H 0.898 -1.581 3.626
H -2.233 -1.191 1.916
H -1.262 -0.671 3.295
H -3.045 -2.941 3.259
H -1.921 -2.500 4.553
O 2.291 1.100 0.955
C 2.030 1.342 2.159
N 1.003 0.698 2.704
S 0.071 1.334 3.901
O 0.213 0.462 5.060
O 0.897 2.765 4.217
C 2.264 2.825 4.082
C 3.009 3.554 4.991
C 4.384 3.629 4.826
C 5.010 2.982 3.763
C 4.252 2.276 2.844
C 2.874 2.198 3.004
H 2.504 4.043 5.814
H 4.972 4.191 5.540
H 6.086 3.012 3.657
H 4.731 1.761 2.020
O -0.983 1.370 0.803
P -1.293 2.794 0.407
C -1.377 3.922 1.806
C -2.243 3.579 2.849
C -2.388 4.419 3.939
C -1.655 5.599 4.005
C -0.772 5.929 2.991
C -0.634 5.096 1.887
C -0.162 3.484 -0.815
C 0.926 2.754 -1.277
C 1.787 3.297 -2.221
C 1.568 4.579 -2.696
C 0.468 5.310 -2.258
C -0.401 4.762 -1.332
C -2.892 2.897 -0.425
C -2.986 2.216 -1.644
C -4.144 2.282 -2.395
C -5.229 3.017 -1.928
C -5.144 3.696 -0.723
C -3.972 3.649 0.025
H -2.808 2.655 2.794
H -3.070 4.156 4.737
H -1.771 6.256 4.857
H -0.182 6.834 3.054
H 0.066 5.353 1.104
H 1.114 1.762 -0.907
H 2.627 2.713 -2.575
H 2.249 5.010 -3.419
H 0.287 6.306 -2.641
H -1.274 5.320 -1.013
H -2.138 1.638 -1.997
H -4.199 1.778 -3.352
H -6.138 3.071 -2.514
H -5.983 4.280 -0.368
H -3.904 4.206 0.950
*
```

The highest occupied orbital energy (spin up / spin down) comes out at -8.00 / -8.01 eV. For the LUMO energy (spin up / spin down), the calculation gives -0.078 / -1.264 eV. The expectation value of S² is 8.7611. As for the HOMO-LUMO gap (spin up / spin down): 7.919 / 6.746 eV.

---

(6)
A molecular structure, C2H3IN3S. Source: the OMol25 dataset; level of theory: ωB97M-V/def2-TZVPD.

Geometry as ORCA input:
```
! wB97M-V def2-TZVPD RIJCOSX def2/J DEFGRID3
* xyz 1 1
C -1.617 0.200 0.705
C -1.003 2.114 -0.290
N -2.763 0.795 0.724
N -0.614 0.915 0.110
N 0.575 0.415 -0.204
S -2.608 2.330 0.267
I 0.599 3.874 -1.283
H -1.343 -0.729 1.038
H 0.840 -0.478 0.188
H 1.079 0.431 -1.062
*
```

The highest occupied orbital energy comes out at -14.47 eV. For the LUMO energy, the calculation gives -6.719 eV. As for the HOMO-LUMO gap: 7.754 eV.